Computed, not measured: C28H25CrF5N4O2Se as an isolated structure, with ωB97M-V/def2-TZVPD.

Structure (ORCA input):
```
! wB97M-V def2-TZVPD RIJCOSX def2/J DEFGRID3
* xyz -2 5
Cr -0.6118 -1.0931 -0.1147
C 2.5334 0.9868 -1.2415
N 1.9219 0.5353 -0.0081
C 2.7827 -0.3553 0.7426
C 1.2391 1.5112 0.7541
C 1.4635 2.8738 0.5772
C 0.6827 3.8192 1.2306
C -0.3435 3.4023 2.0639
C -0.5687 2.0449 2.2510
C 0.2207 1.0801 1.6302
N -0.0373 -0.2998 1.7193
C -0.2179 -0.8671 2.9355
C -0.0260 -0.2229 4.1842
C -0.2614 -0.8659 5.3888
C -0.6922 -2.1841 5.4345
C -0.8370 -2.8550 4.2218
C -0.6000 -2.2390 3.0086
N -0.6616 -2.9930 1.7781
C -1.8254 -3.8526 1.6431
C 0.5688 -3.7688 1.6197
H 3.4437 1.5897 -1.0730
H 2.8014 0.1122 -1.8334
H 1.8191 1.5574 -1.8305
H 3.7046 0.1536 1.0756
H 2.2576 -0.7363 1.6161
H 3.0579 -1.2008 0.1097
H 2.2300 3.1978 -0.1140
H 0.8551 4.8747 1.0564
H -0.9880 4.1277 2.5468
H -1.3980 1.7076 2.8616
H 0.3073 0.8050 4.1948
H -0.1124 -0.3135 6.3113
H -0.8926 -2.6816 6.3750
H -1.1376 -3.8976 4.2226
H -1.8094 -4.7083 2.3381
H -2.7303 -3.2755 1.8082
H -1.8528 -4.2459 0.6247
H 0.6406 -4.1670 0.6107
H 1.4275 -3.1189 1.7812
H 0.6054 -4.5924 2.3525
F -3.7930 -1.7100 0.5034
C -3.6429 -0.4731 -0.0542
C -2.3938 0.0540 -0.2780
C -2.4120 1.3090 -0.8519
F -1.2659 1.9631 -1.1337
C -3.5706 2.0025 -1.1734
F -3.5319 3.2322 -1.7219
C -4.7951 1.4194 -0.9210
F -5.9380 2.0749 -1.2168
C -4.8376 0.1632 -0.3542
F -6.0351 -0.4114 -0.1020
O 0.9576 -2.4165 -0.9778
C 0.0902 -2.7318 -1.8291
O -1.0932 -2.2903 -1.7647
H 0.3538 -3.4176 -2.6460
Se 0.5263 -0.1586 -4.1344
C 1.6027 1.1362 -4.9708
C 2.9464 0.9134 -5.3332
C 3.6894 1.8993 -5.9551
N 3.2393 3.1218 -6.2624
C 1.9686 3.3489 -5.9025
C 1.1437 2.4327 -5.2790
H 3.3959 -0.0490 -5.1195
H 4.7229 1.6950 -6.2277
H 1.5839 4.3403 -6.1316
H 0.1295 2.7074 -5.0157
*
```

Properties
- ΔE to the lowest compared entry with this formula, charge and spin: 0.195 eV
- Gap between HOMO and LUMO (alpha / beta): 5.820 / 5.837 eV